12
Properties=species:S:1:pos:R:3:forces:R:3 method="wB97M-V/def2-TZVPD" charge=0 e_homo_ev=-10.29 smiles="F/C=C/[C@H](Cl)CF" spin_multiplicity=1
F 1.6010 2.4580 -0.8517 -1.402 -0.877 -0.133
C 1.0468 1.2086 -0.7018 1.504 0.655 -0.015
C -0.2054 0.8676 -0.6843 -2.548 5.312 0.812
C -0.8764 -0.2848 -0.1098 0.425 -0.211 2.617
Cl -2.2968 0.4996 0.9431 1.347 -1.426 -0.790
C 0.0671 -1.2256 0.7630 -1.724 -2.554 1.191
F 0.9776 -1.7136 -0.1413 0.626 -0.182 -0.981
H 1.8183 0.5390 -0.5293 1.513 -1.263 0.076
H -0.8804 1.8519 -0.5513 1.304 -2.189 -1.239
H -1.3344 -0.9745 -0.8011 -0.407 0.092 -0.189
H -0.6696 -2.1295 0.9471 1.512 1.604 0.326
H 0.7522 -1.0966 1.7173 -2.150 1.040 -1.676

=====

25
Properties=species:S:1:pos:R:3:forces:R:3 method="wB97M-V/def2-TZVPD" charge=+1 e_homo_ev=-12.57 spin_multiplicity=1
C -1.1064 -1.3096 0.7039 0.124 0.542 -0.358
C -2.8445 0.2924 0.0378 -1.317 2.435 -0.426
C 2.8738 -0.2983 -0.6064 -0.522 0.118 -0.150
C 1.9927 0.2871 0.1959 -1.134 0.494 0.288
C -1.9967 1.5649 -0.2937 0.597 0.137 -1.113
C 0.6145 0.5266 -0.3214 0.487 0.215 -2.523
C 2.2910 0.8265 1.5653 2.440 -1.123 -0.992
C 0.3366 0.3507 -1.8394 1.809 -0.634 -0.079
N -2.3853 -0.9537 0.3732 -0.600 -1.475 0.627
N -0.9259 -2.5343 1.1036 -2.709 -1.545 -0.446
O -4.0317 0.4660 -0.1092 0.276 -0.401 0.161
S -0.3763 1.6066 0.4323 0.649 0.867 1.556
H 3.8281 -0.6397 -0.4141 2.061 -0.070 1.697
H 2.7993 -0.4882 -1.6289 -1.222 -0.336 -1.474
H -1.9322 1.5489 -1.4284 -0.154 0.337 1.344
H -2.3470 2.6143 0.0641 -0.374 -2.288 -0.597
H 2.1269 0.1451 2.3269 -0.826 -1.781 1.429
H 3.3467 1.0794 1.7726 -0.407 0.172 -0.804
H 1.6919 1.6255 1.7797 -1.309 2.314 0.519
H 1.3314 0.1629 -2.3290 -1.240 0.239 0.408
H -0.0129 1.2924 -2.2457 -0.138 0.168 0.086
H -0.3056 -0.4391 -2.2289 -0.188 -0.116 0.696
H -3.2619 -1.5443 0.5328 1.485 0.457 -0.226
H -0.0818 -2.8568 1.4658 1.788 -0.076 0.338
H -1.6245 -3.3255 1.0911 0.424 1.350 0.041

=====

20
Properties=species:S:1:pos:R:3:forces:R:3 method="wB97M-V/def2-TZVPD" charge=-1 s2=0.7538 e_homo_ev="0.78 / -3.57" spin_multiplicity=2
C 1.1137 -1.7457 2.2259 -1.050 -0.799 -0.254
C 0.4503 -0.6239 1.4786 -0.112 0.918 0.804
C 1.1185 0.5730 1.3017 -0.266 -0.909 0.401
N -0.9525 -0.6815 1.4340 0.238 -0.192 -1.171
H 0.5283 -2.6582 2.0399 0.276 -0.008 -0.298
H 1.0158 -1.7048 3.3266 0.449 0.590 0.053
H 2.1131 -1.9114 1.8367 0.188 0.036 0.441
H 0.8566 1.3297 0.5791 -0.360 0.175 0.344
H 1.8191 0.7674 2.1175 0.722 0.143 -0.707
H -1.4349 0.1777 1.6685 -0.112 0.082 0.134
H -1.4302 -1.5445 1.6411 0.053 -0.010 0.088
H -0.1920 6.0845 1.8944 0.292 -0.217 -0.521
H -1.3188 6.9833 1.7958 -1.245 0.729 0.404
O -0.6290 6.6580 1.2461 0.945 -0.566 0.105
H -0.8649 -0.5740 -2.4017 -0.016 0.027 -0.063
H -0.9364 -1.0319 -0.9648 -0.176 -0.042 0.216
O -1.3515 -1.1761 -1.8313 0.172 0.040 -0.004
H 0.4492 -2.3506 -6.3837 0.481 0.044 -0.330
H -0.5648 -3.3718 -6.2252 -0.010 -0.503 -0.291
O 0.2104 -3.1994 -6.7789 -0.470 0.461 0.649

=====

14
Properties=species:S:1:pos:R:3:forces:R:3 method="wB97M-V/def2-TZVPD" charge=0 e_homo_ev=-10.73 smiles=FCCC[C@H](F)Cl spin_multiplicity=1
F 0.9965 -1.5518 1.0950 -0.240 -1.072 1.399
C 1.4068 -0.9454 -0.0467 0.830 0.320 -0.191
C 0.9388 0.4724 0.0288 0.008 0.521 -0.041
C -0.4724 0.8031 -0.4539 -0.578 -0.030 0.600
C -1.6756 0.1615 0.2346 -0.222 -0.484 -1.097
F -1.6453 0.2378 1.5700 0.359 0.502 1.130
Cl -1.8019 -1.5423 -0.1837 -0.042 -1.216 -0.326
H 0.9273 -1.4776 -0.8504 0.208 -0.247 -0.672
H 2.5241 -1.0112 -0.0759 -0.865 0.016 -0.204
H 1.6192 1.0774 -0.5734 -0.027 0.197 0.066
H 1.0351 0.7905 1.0758 0.132 -0.002 -0.245
H -0.5977 1.8456 -0.1948 -0.085 0.609 -0.516
H -0.5981 0.6240 -1.5261 0.055 0.258 0.136
H -2.6567 0.5159 -0.0994 0.467 0.628 -0.038

=====

21
Properties=species:S:1:pos:R:3:forces:R:3 method="wB97M-V/def2-TZVPD" charge=+1 e_homo_ev=-13.59 smiles=C[C@H]1C[NH2+][C@@]23O[C@H]2[C@@H]3C1 spin_multiplicity=1
C 2.3646 0.2450 -0.3065 4.101 -0.275 0.429
C 0.8683 0.0310 -0.3322 0.201 -0.066 -1.137
C 0.3958 -1.2674 0.3864 3.943 2.254 1.630
N -0.9624 -1.4913 -0.0968 -0.803 -4.505 4.208
C -1.7743 -0.4111 0.2481 -2.970 4.987 -1.347
O -3.2013 -0.0995 -0.0078 1.717 -0.704 -0.685
C -2.1976 0.7085 -0.7006 0.138 -1.770 3.603
C -1.3731 1.0466 0.4667 2.078 -0.403 0.235
C 0.1767 1.2120 0.3647 -1.846 1.433 0.358
H 2.7648 0.4673 0.7155 -0.771 -0.708 -0.192
H 2.8458 1.1896 -0.7471 -1.560 -1.260 -0.309
H 3.0852 -0.6384 -0.6725 -2.018 1.704 0.544
H 0.5787 -0.1352 -1.4753 0.212 0.818 2.126
H 1.1738 -2.0473 0.2118 -1.404 -0.095 -0.388
H 0.4971 -1.0425 1.5213 -0.998 -0.611 -1.797
H -0.8965 -1.6734 -1.0682 -0.417 -0.886 -1.391
H -1.2927 -2.3536 0.5665 0.506 1.775 -2.657
H -2.1209 0.8967 -1.7170 -0.033 -0.185 -1.744
H -1.7544 1.6041 1.2967 -0.713 -0.042 0.398
H 0.3777 2.1798 -0.0523 0.146 0.350 -1.345
H 0.4447 1.5790 1.3986 0.492 -1.812 -0.541

=====

21
Properties=species:S:1:pos:R:3:forces:R:3 method="wB97M-V/def2-TZVPD" charge=+1 s2=0.7559 e_homo_ev="-15.14 / -15.05" spin_multiplicity=2
C -1.5091 1.3761 -0.9942 -0.603 0.628 0.734
N -1.0416 0.1552 -0.3627 2.049 -0.135 -2.726
C 0.3735 0.0462 -0.0880 -1.462 0.246 2.402
C 0.6221 -1.1444 0.8412 0.205 -0.460 0.009
O 2.0216 -1.1922 1.0566 -0.078 -0.473 0.287
C 1.2029 -0.1191 -1.3988 0.899 0.041 -1.787
O 2.5366 0.1453 -1.1659 -0.744 0.024 0.660
H -2.5822 1.3207 -1.1460 -0.092 -0.078 -0.061
H -1.0352 1.5727 -1.9628 0.122 -0.368 -0.041
H -1.2901 2.2366 -0.3652 0.080 -0.019 0.110
H -1.3445 -0.6542 -0.9242 -0.412 -0.034 0.802
H 0.7003 0.9424 0.4461 0.051 0.156 -0.383
H 0.2626 -2.0638 0.3607 0.020 0.004 -0.004
H 0.0956 -1.0137 1.7880 -0.108 0.170 -0.093
H 2.2105 -1.8951 1.7029 0.087 0.383 -0.320
H 0.8573 0.6016 -2.1392 -0.049 0.091 0.048
H 1.0493 -1.1231 -1.8120 -0.154 -0.152 0.345
H 2.7911 -0.4091 -0.3986 0.382 -0.074 -0.259
H -1.8040 0.2120 1.4563 -0.168 -0.073 -0.198
H -2.1401 0.9450 2.7200 -0.147 0.168 0.393
O -1.9764 0.0609 2.3861 0.123 -0.046 0.084

=====

67
Properties=species:S:1:pos:R:3:forces:R:3 method="wB97M-V/def2-TZVPD" charge=0 e_homo_ev=-7.45 spin_multiplicity=1
C -0.9072 5.1142 2.5676 -5.545 -1.271 -1.296
C -0.8455 3.5539 2.0700 0.646 3.992 -1.694
O 0.1272 3.3729 0.9233 -2.403 0.847 1.743
C -0.3131 3.8476 -0.2728 -0.874 1.063 -3.496
C -1.7762 4.2932 -0.6550 10.156 -2.466 -0.006
C -1.8368 4.7217 -1.8832 -5.004 0.959 -2.017
C -0.7895 4.7102 -2.7225 -1.501 0.522 -2.862
C 0.3981 4.2059 -2.6551 6.614 -1.606 4.362
C 0.7052 3.8766 -1.3335 -0.053 -2.743 4.681
C 2.0844 3.2861 -0.8480 1.322 3.828 -2.096
N 2.4737 1.9378 -1.1529 -4.047 -2.778 2.002
C 1.4985 1.1892 -0.2870 2.911 -2.699 7.060
C 1.7653 -0.3698 -0.1179 10.070 8.284 -5.852
H 1.4796 -0.9720 0.5151 -4.271 -5.456 6.390
H 2.9262 -0.3826 0.0648 -1.399 0.177 0.872
C 1.9241 -0.8294 -1.4658 -8.848 -8.004 2.121
N 2.2376 -2.3003 -1.4822 7.255 4.618 -3.408
C 1.6498 -3.3556 -1.2070 4.765 -7.010 -1.955
C 2.5459 -4.5761 -1.5379 2.012 10.340 0.110
C 3.8235 -3.8375 -1.7751 -4.377 0.525 -1.395
N 3.5291 -2.5228 -2.0106 1.121 -1.460 2.350
H 4.8216 -4.2253 -1.9947 -0.532 0.182 -0.062
H 2.4151 -5.4912 -1.2857 -1.116 -5.719 1.639
N 0.4510 -3.2828 -0.8380 -10.348 -4.346 1.403
C -0.5030 -4.4563 -0.9041 3.388 -3.260 7.594
O -0.0359 -5.6517 -0.5818 -2.291 5.604 -3.130
C -2.0644 -4.0857 -0.2089 3.856 1.502 -7.154
H -2.4069 -4.4699 -1.3174 -1.131 1.177 3.088
H -2.0122 -2.9191 -0.1224 -0.702 -2.188 -0.296
C -2.4047 -4.8317 1.0064 -0.420 0.529 -2.410
H -3.4503 -4.6784 0.9062 -1.503 0.225 1.393
H -2.3238 -5.8443 0.7345 0.685 -1.622 0.314
C -1.6800 -4.3243 2.1830 -2.474 3.879 -1.559
C -2.0603 -2.7946 2.4610 6.560 -2.239 -2.765
C -3.2450 -2.3112 2.8271 0.051 -7.970 0.005
C -3.2456 -1.0411 2.8329 -14.214 3.207 4.588
C -2.5095 -0.1235 2.5679 14.235 11.323 0.571
C -0.9616 -0.5307 2.5040 -11.284 -7.645 -1.263
C -0.8877 -1.8878 2.1507 0.779 1.244 1.915
H 0.2066 -2.1524 1.8629 -2.308 -0.770 0.510
H -0.3027 0.0883 2.3143 6.524 6.064 -1.393
H -2.3631 1.1203 2.9412 -1.934 -3.760 -1.377
H -4.4091 -0.5373 3.2837 2.937 -1.508 -1.424
H -4.0856 -2.9920 3.0825 0.646 0.796 -0.185
H -2.1147 -4.7473 2.9476 -2.006 -2.753 4.455
H -0.7112 -4.6522 2.1584 2.803 0.136 -0.089
H -0.1867 -2.5150 -0.8159 0.724 1.233 -0.256
C 2.6006 -0.1412 -2.3699 5.930 5.537 -10.719
C 2.1944 1.3854 -2.5351 2.921 -0.564 3.539
H 1.2341 1.6113 -2.7820 -3.108 0.005 -0.907
H 2.8180 2.0299 -3.0984 1.026 -0.237 -1.460
H 3.7300 -0.1081 -2.2728 -1.391 -0.226 0.480
H 2.5817 -0.5654 -3.6348 -0.404 0.742 4.005
H 0.8164 -0.9402 -1.7669 0.757 0.673 -0.647
H 0.4490 1.0167 -0.2820 -1.559 2.140 -1.225
H 1.7979 1.4738 0.9628 -1.215 -0.120 -3.781
H 2.7809 3.8378 -1.5159 0.024 0.332 0.378
H 2.3739 3.6452 0.2013 -0.647 -1.084 -1.451
H 1.3408 4.1248 -3.3289 -2.479 0.441 0.348
H -0.8207 4.7543 -3.7098 -2.553 1.756 -4.743
H -2.9119 4.9119 -2.2627 1.996 0.266 0.264
H -2.2904 4.3346 0.1373 -5.106 0.366 5.065
H -1.8549 3.2375 1.7459 0.786 -0.397 0.739
H -0.3682 3.2642 2.9562 0.387 -2.270 0.731
H -1.4085 5.7661 1.7983 0.865 -0.505 0.513
H -0.0201 5.5089 2.8675 2.720 0.845 0.651
H -1.6733 5.2266 3.4606 1.578 -0.682 -1.508

=====

| no. | molar mass (g/mol) |
| --- | --- |
| 1 | 126.533 |
| 2 | 185.272 |
| 3 | 111.141 |
| 4 | 128.549 |
| 5 | 126.179 |
| 6 | 123.152 |
| 7 | 446.595 |